This record from the Open Molecules 2025 dataset describes C63H66F6N5O as an isolated structure. The level of theory is ωB97M-V/def2-TZVPD.

Cartesian coordinates (Å):
C (-4.60822, -1.54571, 4.42678)
C (-4.14534, -0.09606, 4.55884)
C (-4.46231, 0.44926, 5.95057)
C (-4.67992, 0.77110, 3.42588)
C (-5.83592, 1.53625, 3.59772)
C (-6.47608, 2.10761, 2.50077)
C (-5.95107, 1.92225, 1.22191)
C (-4.75588, 1.22910, 1.02298)
C (-4.25978, 1.03470, -0.41431)
C (-4.54925, 2.22404, -1.33524)
C (-4.79220, -0.26358, -1.00724)
C (-4.09555, 0.69619, 2.14556)
N (-2.84773, -0.01651, 1.98404)
N (-2.74789, -0.92631, 0.98557)
N (-1.42863, -1.10708, 0.78080)
C (-0.93637, -1.96328, -0.27275)
C (-0.10600, -1.42033, -1.27479)
C (-0.04651, 0.08954, -1.55160)
C (-1.09210, 0.48799, -2.59242)
C (1.35622, 0.54112, -1.95631)
C (0.58616, -2.29949, -2.10293)
C (0.38213, -3.67130, -1.99057)
C (-0.58043, -4.17714, -1.12163)
C (-1.28658, -3.32448, -0.27345)
C (-2.33997, -3.88645, 0.68315)
C (-1.71249, -4.30882, 2.00670)
C (-3.15550, -5.02534, 0.06750)
C (-0.69189, -0.33748, 1.67260)
C (0.76248, -0.22293, 1.57938)
C (1.56545, -1.36487, 1.38544)
C (2.92398, -1.24269, 1.15318)
C (3.71823, -2.49976, 0.90986)
F (5.03136, -2.36852, 1.26671)
F (3.21113, -3.56597, 1.61462)
F (3.68686, -2.85038, -0.41875)
C (3.54643, 0.00609, 1.11169)
C (2.76972, 1.13401, 1.35763)
C (3.44050, 2.48572, 1.34648)
F (2.54079, 3.51333, 1.26169)
F (4.17701, 2.68969, 2.48998)
F (4.29958, 2.61168, 0.28558)
C (1.40992, 1.04176, 1.61079)
C (-1.57451, 0.24094, 2.51263)
C (-1.22390, 1.12906, 3.66667)
H (-4.27553, -1.98450, 3.47853)
H (-4.19492, -2.15226, 5.24250)
H (-5.70534, -1.60460, 4.45897)
H (-3.05904, -0.09909, 4.44605)
H (-4.16732, 1.50226, 6.04446)
H (-5.53461, 0.35469, 6.17279)
H (-3.90520, -0.12002, 6.70739)
H (-6.26848, 1.64547, 4.59426)
H (-7.39329, 2.68839, 2.64025)
H (-6.49286, 2.32582, 0.36173)
H (-3.17064, 0.93591, -0.36206)
H (-4.26319, 3.16520, -0.85237)
H (-3.95693, 2.12877, -2.25557)
H (-5.61048, 2.26640, -1.61672)
H (-4.38773, -1.09969, -0.42680)
H (-5.88926, -0.29600, -0.96070)
H (-4.47658, -0.37977, -2.05233)
H (-0.29647, 0.59791, -0.61286)
H (-2.08868, 0.12251, -2.30898)
H (-1.14058, 1.57970, -2.69017)
H (-0.83675, 0.05804, -3.57087)
H (2.12185, 0.02346, -1.36749)
H (1.53809, 0.34514, -3.02120)
H (1.46932, 1.61805, -1.78154)
H (1.28320, -1.89765, -2.84279)
H (0.96687, -4.35008, -2.60965)
H (-0.78346, -5.25080, -1.08649)
H (-3.03893, -3.06419, 0.88284)
H (-1.15454, -3.48060, 2.46002)
H (-2.48766, -4.63028, 2.71180)
H (-1.01514, -5.14255, 1.84721)
H (-3.55228, -4.73766, -0.91187)
H (-2.54667, -5.93021, -0.04687)
H (-4.00159, -5.26387, 0.72080)
H (1.11648, -2.35567, 1.41473)
H (4.60515, 0.09053, 0.90221)
H (0.82785, 1.94808, 1.74691)
H (-0.25647, 1.59222, 3.38256)
H (-2.02180, 1.89132, 3.77763)
C (1.64634, -2.71214, 10.64736)
N (1.92372, -1.68666, 9.67212)
C (3.11677, -0.98706, 9.72960)
O (4.13411, -1.36345, 10.30685)
C (2.92644, 0.26865, 8.86858)
C (4.11024, 0.52577, 7.93677)
C (4.27575, -0.52568, 6.86923)
C (4.66888, -1.82543, 7.19873)
C (4.72689, -2.81742, 6.22224)
C (4.45894, -2.49988, 4.88689)
C (4.14490, -1.18435, 4.54228)
C (4.05555, -0.20033, 5.52577)
N (1.68119, -0.03085, 8.19377)
C (1.14479, 0.72437, 7.21098)
C (0.32411, 0.24403, 6.18163)
C (-0.47462, 1.08827, 5.39169)
C (-0.76460, 2.43680, 5.87725)
C (-0.42949, 3.62209, 5.16385)
C (-0.87758, 4.86961, 5.59879)
C (-1.61630, 4.98806, 6.78433)
C (-1.84850, 3.84752, 7.56419)
C (-1.41984, 2.59952, 7.12073)
C (0.85249, -0.87683, 9.09999)
C (0.10488, -0.10285, 10.13983)
C (0.66147, 0.23663, 11.31866)
C (0.00270, 0.91604, 12.42282)
C (0.67742, 1.06782, 13.65909)
C (0.04415, 1.65296, 14.75059)
C (-1.27250, 2.12833, 14.62912)
C (-1.94286, 2.00487, 13.40442)
C (-1.31950, 1.40645, 12.30843)
H (2.53501, -3.33600, 10.75246)
H (1.38030, -2.28702, 11.62269)
H (0.81214, -3.31868, 10.29359)
H (2.77301, 1.12184, 9.56121)
H (3.97331, 1.51111, 7.48383)
H (5.00386, 0.55339, 8.58012)
H (4.91275, -2.05895, 8.23807)
H (4.98158, -3.84176, 6.50327)
H (4.50529, -3.27296, 4.11821)
H (3.97147, -0.90752, 3.50240)
H (3.79096, 0.82557, 5.25650)
H (1.42721, 1.78341, 7.23333)
H (0.36297, -0.84159, 6.00406)
H (-1.26474, 0.38886, 4.68221)
H (0.16846, 3.56011, 4.24392)
H (-0.65800, 5.76454, 5.00686)
H (-1.97522, 5.96422, 7.10958)
H (-2.38291, 3.92525, 8.51559)
H (-1.64691, 1.70358, 7.70882)
H (0.16306, -1.48884, 8.50556)
H (-0.90326, 0.21162, 9.85916)
H (1.70401, -0.05153, 11.50115)
H (1.70701, 0.70659, 13.73974)
H (0.57064, 1.74324, 15.70205)
H (-1.76850, 2.59048, 15.48444)
H (-2.96357, 2.37814, 13.30239)
H (-1.84222, 1.30845, 11.35540)

Output
Total charge: +1
HOMO-LUMO gap (eV): 4.585
HOMO (eV): -8.204
Multiplicity: 1



This record from the Open Molecules 2025 dataset describes a 8-piece molecular cluster, C63H69Cl2F9N3O6PS2 overall. The level of theory is ωB97M-V/def2-TZVPD.

Cartesian coordinates (Å):
C (0.17039, -1.69034, -0.00831)
C (0.86472, -3.00558, 0.25704)
Cl (0.31442, -3.62404, 1.84191)
C (0.59274, -4.08400, -0.79694)
Cl (1.91543, -5.28673, -0.83648)
C (0.31691, -3.56245, -2.17707)
C (-0.86747, -3.82239, -2.81099)
C (-1.93212, -4.60267, -2.08507)
C (-1.66970, -6.12215, -2.04331)
O (-2.12617, -6.64711, -0.79678)
C (-2.29459, -6.91526, -3.18935)
N (-1.45266, -7.07610, -4.37447)
C (-1.08315, -3.35447, -4.14035)
C (-2.36867, -3.72593, -4.82187)
O (-3.40340, -2.73450, -4.80508)
O (-3.05039, -1.60235, -4.00513)
C (-0.16367, -2.55173, -4.76477)
P (-0.32485, -1.78204, -6.40274)
O (-0.28425, -0.32500, -6.33289)
O (-1.67900, -2.25280, -7.08724)
O (0.83532, -2.42362, -7.28413)
C (1.05035, -2.23777, -4.08441)
N (1.97129, -1.41397, -4.65408)
C (3.08562, -1.13885, -4.02268)
C (4.05484, -0.15628, -4.64365)
C (3.33264, 0.98689, -5.36395)
C (2.67161, 1.87650, -4.30392)
C (1.50334, 2.66378, -4.86576)
C (0.90549, 3.59711, -3.84278)
F (1.19103, 3.23159, -2.56742)
F (1.40759, 4.86285, -3.97979)
C (-0.63845, 3.78676, -3.99047)
F (-1.01499, 4.91641, -3.39223)
F (-0.92210, 3.88319, -5.29134)
S (-1.71623, 2.38886, -3.23817)
F (-2.94808, 3.36999, -3.11535)
F (-1.19224, 2.80671, -1.80851)
F (-0.51902, 1.35316, -3.36142)
F (-2.25290, 1.91463, -4.65028)
F (-2.57618, 1.26258, -2.56100)
C (3.32758, -1.75580, -2.75512)
S (4.87172, -1.50590, -1.89823)
N (2.46065, -2.52565, -2.18707)
C (1.29103, -2.78396, -2.82134)
H (0.32696, -1.02899, 0.83734)
H (-0.90140, -1.80228, -0.13852)
H (0.58101, -1.20325, -0.88687)
H (1.93135, -2.84401, 0.33130)
H (-0.25181, -4.65866, -0.45038)
H (-1.95329, -4.27931, -1.04987)
H (-2.91280, -4.37030, -2.48282)
H (-0.59231, -6.27110, -2.03887)
H (-3.01944, -6.32745, -0.63847)
H (-2.53354, -7.89535, -2.78655)
H (-3.24110, -6.45957, -3.47206)
H (-1.65035, -6.39082, -5.08676)
H (-0.47335, -7.01664, -4.13453)
H (-2.79590, -4.61680, -4.38533)
H (-2.17100, -3.95636, -5.86456)
H (-2.79538, -0.94585, -4.67196)
H (-1.60814, -3.06234, -7.60373)
H (0.86045, -3.38810, -7.25012)
H (4.65721, 0.27904, -3.85330)
H (4.73135, -0.68719, -5.31259)
H (4.08238, 1.56262, -5.90055)
H (2.57593, 0.60375, -6.03385)
H (2.30134, 1.24861, -3.49695)
H (3.40134, 2.56453, -3.88267)
H (0.74216, 1.97967, -5.20286)
H (1.79256, 3.25858, -5.72698)
H (4.43185, -0.53863, -1.09011)
C (-1.55963, 4.14410, 0.93726)
C (-2.80462, 4.43738, 0.39957)
C (-3.82534, 4.89823, 1.21902)
C (-3.60317, 5.05714, 2.58007)
C (-2.36083, 4.75364, 3.12013)
C (-1.33842, 4.29907, 2.29844)
H (-0.76125, 3.79376, 0.29934)
H (-2.98057, 4.31011, -0.65911)
H (-4.79496, 5.12984, 0.79738)
H (-4.39860, 5.41644, 3.22030)
H (-2.18831, 4.87377, 4.18186)
H (-0.36681, 4.06635, 2.71646)
C (-3.49382, -1.06449, 0.43450)
C (-4.33627, 0.02104, 0.24015)
C (-4.55448, 0.92079, 1.27410)
C (-3.93249, 0.73248, 2.50065)
C (-3.09334, -0.35580, 2.69569)
C (-2.87209, -1.25473, 1.66210)
H (-3.31837, -1.76003, -0.37847)
H (-4.81836, 0.16771, -0.71774)
H (-5.20601, 1.77142, 1.12236)
H (-4.09744, 1.43786, 3.30513)
H (-2.60808, -0.50020, 3.65288)
H (-2.21282, -2.10119, 1.80906)
C (-4.02578, -0.46833, 6.50385)
C (-3.32270, -1.28103, 7.38237)
C (-2.64353, -0.71897, 8.45410)
C (-2.66455, 0.65578, 8.64627)
C (-3.36174, 1.46853, 7.76357)
C (-4.04355, 0.90619, 6.69330)
H (-4.55914, -0.90597, 5.66955)
H (-3.30465, -2.35252, 7.23149)
H (-2.09716, -1.35270, 9.14106)
H (-2.13760, 1.09346, 9.48450)
H (-3.37440, 2.54082, 7.91009)
H (-4.58981, 1.53985, 6.00645)
C (-4.64469, -1.42068, 12.89811)
C (-4.49966, -0.60333, 11.78582)
C (-4.86454, 0.73352, 11.85471)
C (-5.37633, 1.25244, 13.03586)
C (-5.52598, 0.43412, 14.14677)
C (-5.15950, -0.90263, 14.07824)
H (-4.35631, -2.46257, 12.84513)
H (-4.10296, -1.00650, 10.86345)
H (-4.74910, 1.36966, 10.98626)
H (-5.65969, 2.29559, 13.09054)
H (-5.92853, 0.83831, 15.06644)
H (-5.27510, -1.54067, 14.94474)
C (2.22991, 3.36797, 0.68090)
C (2.39682, 1.99190, 0.60229)
C (3.15507, 1.32954, 1.55714)
C (3.74991, 2.04444, 2.58835)
C (3.58670, 3.42054, 2.66257)
C (2.82465, 4.08353, 1.70966)
H (1.63388, 3.88132, -0.06315)
H (1.93128, 1.43761, -0.20362)
H (3.28196, 0.25583, 1.50025)
H (4.34031, 1.52821, 3.33420)
H (4.05392, 3.97893, 3.46369)
H (2.69669, 5.15685, 1.76845)
C (7.18310, 7.84308, 2.05565)
C (6.88342, 6.50179, 2.24991)
C (6.00545, 5.85546, 1.39109)
C (5.42506, 6.55055, 0.33944)
C (5.72065, 7.89291, 0.14812)
C (6.60054, 8.53877, 1.00566)
H (7.87047, 8.34663, 2.72296)
H (7.33394, 5.96006, 3.07165)
H (5.77119, 4.80990, 1.53987)
H (4.74107, 6.04396, -0.32977)
H (5.26526, 8.43612, -0.66964)
H (6.83186, 9.58532, 0.85587)
C (5.78699, -5.72446, -6.69581)
C (4.77841, -5.50425, -7.62307)
C (3.75017, -4.61963, -7.33003)
C (3.72795, -3.95935, -6.10907)
C (4.73653, -4.18204, -5.18184)
C (5.76629, -5.06428, -5.47505)
H (6.59166, -6.41022, -6.92568)
H (4.79605, -6.01914, -8.57462)
H (2.97103, -4.44103, -8.06177)
H (2.93322, -3.26177, -5.88361)
H (4.71892, -3.66953, -4.22714)
H (6.55225, -5.23804, -4.75205)

Output
HOMO-LUMO gap (eV): 7.938
HOMO (eV): -9.151
SMILES: C[C@@H](Cl)[C@H](Cl)c1c(C[C@@H](O)CN)c(COO)c(P(=O)(O)O)c2nc(CCCCC(F)(F)C(F)(F)S(F)(F)(F)(F)F)c(S)nc12.c1ccccc1.c1ccccc1.c1ccccc1.c1ccccc1.c1ccccc1.c1ccccc1.c1ccccc1
Multiplicity: 1